Below is a molecular structure, C53H56ClIN4O2PPdSi, with properties calculated with the ωB97M-V functional and the def2-TZVPD basis.

Electronic energy = -107191.6985 eV
HOMO (alpha / beta) = -9.5 / -10.3 eV
E_LUMO (alpha / beta) = -2.3 / -3.9 eV
Charge = +1
Frontier orbital gap (alpha / beta) = 0.26338 / 0.23560 Eh
Spin multiplicity = 3
Expectation value of S² = 2.042

CARTESIAN COORDINATES (ANGSTROEM)
Pd -1.288916 -0.874938 -0.315389
C -3.295128 -2.450699 2.691980
Si -3.307521 -3.491929 1.150872
C -5.113521 -3.965777 0.988269
C -2.131658 -4.920053 1.425804
N -2.726920 -2.632950 -0.327353
C -3.050425 -3.115504 -1.536257
C -3.554084 -4.441572 -1.746659
C -3.794295 -4.960497 -2.988025
C -3.561597 -4.181999 -4.126398
C -3.097871 -2.886550 -4.000253
C -2.861710 -2.347987 -2.745227
O -2.458516 -1.073379 -2.580843
C -2.293239 -0.239706 -3.686880
C -3.387921 0.416850 -4.218060
C -3.183357 1.307288 -5.262023
C -1.903061 1.532393 -5.753355
C -0.819979 0.862475 -5.203016
C -1.012720 -0.034597 -4.161038
H -3.894478 -3.019232 3.408834
H -3.771713 -1.481754 2.554805
H -2.317154 -2.302236 3.141139
H -5.427811 -4.397993 1.941202
H -5.393042 -4.659782 0.202282
H -5.700434 -3.054547 0.844885
H -2.367118 -5.419540 2.367932
H -1.108914 -4.538669 1.506386
H -2.146293 -5.671746 0.635349
H -3.686094 -5.081423 -0.890497
H -4.144108 -5.979146 -3.087596
H -3.742482 -4.588848 -5.112119
H -2.924181 -2.283434 -4.880089
H -4.375027 0.236723 -3.813151
H -4.027688 1.831680 -5.688510
H -1.752472 2.230513 -6.565392
H 0.180065 1.036643 -5.578967
H -0.185430 -0.573578 -3.718941
I -0.241989 1.670097 -0.793328
C 1.279779 1.566029 -2.227590
C 1.345085 2.709476 -2.977076
C 2.416834 2.943713 -3.859264
C 3.428493 2.038485 -3.911400
C 3.382405 0.844312 -3.149120
C 4.502972 -0.018451 -3.205818
C 4.534958 -1.167845 -2.479635
C 3.392392 -1.536290 -1.753433
C 2.255245 -0.764298 -1.693022
P 0.832896 -1.714721 -0.992033
C 0.723387 -3.087364 -2.190161
C 0.010664 -4.231797 -1.827528
C -0.145943 -5.278554 -2.720622
C 0.360789 -5.177890 -4.009013
C 1.033090 -4.029009 -4.393308
C 1.225508 -2.995915 -3.486623
C 1.583335 -2.413817 0.521350
C 1.835117 -3.763943 0.735161
C 2.330086 -4.198100 1.959477
C 2.571457 -3.290939 2.977620
C 2.327642 -1.938396 2.767840
C 1.842720 -1.501752 1.547511
C 2.257636 0.526165 -2.325774
H 0.577262 3.463489 -2.872033
H 2.443924 3.852427 -4.444177
H 4.298864 2.214434 -4.530335
H 5.344226 0.274887 -3.821195
H 5.400809 -1.814777 -2.491071
H 3.399794 -2.498965 -1.255665
H -0.418909 -4.308247 -0.836431
H -0.674548 -6.170301 -2.413684
H 0.231407 -5.992070 -4.709791
H 1.425834 -3.938420 -5.397518
H 1.777619 -2.118265 -3.799525
H 1.662698 -4.487238 -0.050597
H 2.528246 -5.251090 2.110934
H 2.950987 -3.632972 3.931037
H 2.511665 -1.221347 3.555765
H 1.651736 -0.442824 1.398010
C -0.223102 6.559578 3.441924
C -0.619501 5.267940 4.174884
C 0.301747 5.063250 5.381074
C -2.046925 5.506104 4.689036
C -0.569549 4.020110 3.222274
O -1.206187 4.316710 1.971623
C 0.825204 3.415165 2.971630
C 1.932833 4.276896 2.359800
C 3.125329 3.429191 1.995007
C 3.498132 3.224845 0.673451
C 4.591607 2.432812 0.350304
C 5.319030 1.838191 1.363464
Cl 6.675953 0.826896 0.968278
C 4.978340 2.034719 2.692394
C 3.883858 2.825974 2.996641
C -1.495929 2.936880 3.804254
N -1.545125 1.706101 3.030691
C -2.375854 1.424712 2.028942
N -2.150014 0.206199 1.568298
C -1.135788 -0.226277 2.373331
N -0.739417 0.642139 3.271529
H -0.226779 7.383183 4.157224
H -0.951327 6.815834 2.670141
H 0.763243 6.532031 2.994173
H 0.171165 5.889476 6.081200
H 1.355148 5.035705 5.101959
H 0.072741 4.143199 5.922818
H -2.089047 6.472901 5.191730
H -2.362774 4.756630 5.416008
H -2.766820 5.528663 3.869100
H -0.697254 4.992217 1.512230
H 0.677229 2.578054 2.287672
H 1.186673 2.972884 3.902747
H 2.264542 5.049765 3.052110
H 1.573629 4.786566 1.460938
H 2.926549 3.687324 -0.123331
H 4.878636 2.277640 -0.678864
H 5.562468 1.567804 3.473167
H 3.619081 2.978829 4.036803
H -2.510265 3.326627 3.784477
H -1.239746 2.675584 4.828240
H -3.109179 2.124355 1.662903
H -0.691916 -1.205828 2.306087

Atomic forces in eV per Å
Pd 0.073 0.066 -0.154
C -0.043 -0.011 -0.012
Si 0.071 0.039 -0.108
C -0.003 0.048 0.024
C 0.011 -0.036 -0.025
N 0.001 -0.139 -0.252
C -0.004 -0.014 0.021
C 0.046 -0.023 0.002
C 0.038 -0.004 0.025
C 0.001 -0.018 -0.036
C 0.008 0.015 0.011
C 0.095 -0.042 -0.074
O -0.163 0.098 0.041
C 0.063 -0.029 0.070
C 0.016 0.040 0.014
C 0.002 0.003 0.000
C -0.008 -0.010 0.006
C -0.010 -0.014 0.003
C -0.015 0.008 -0.076
H 0.005 0.007 0.038
H -0.010 -0.015 0.004
H 0.011 -0.030 0.006
H -0.014 -0.004 0.010
H 0.010 -0.037 -0.035
H -0.008 0.010 0.005
H -0.003 -0.012 0.011
H 0.002 0.003 0.020
H -0.001 -0.004 -0.002
H -0.002 -0.011 0.036
H -0.003 0.002 -0.001
H -0.002 -0.005 -0.001
H 0.000 0.013 0.009
H -0.005 -0.008 0.006
H -0.004 0.003 -0.008
H 0.001 0.006 -0.009
H 0.006 0.005 -0.007
H 0.001 -0.017 0.012
I 0.027 -0.054 0.147
C -0.011 -0.012 -0.025
C 0.094 -0.016 -0.043
C -0.058 -0.018 0.048
C 0.000 -0.014 0.021
C 0.064 0.006 -0.034
C 0.004 -0.015 0.058
C -0.016 0.047 -0.015
C 0.065 -0.016 0.033
C -0.010 0.060 0.115
P -0.244 -0.083 0.014
C -0.002 -0.006 0.023
C -0.064 0.023 -0.032
C -0.044 0.028 -0.030
C -0.008 -0.010 -0.007
C 0.012 -0.002 0.001
C 0.004 0.044 -0.021
C -0.043 0.043 -0.011
C 0.068 -0.031 -0.023
C 0.006 -0.008 0.001
C -0.022 0.020 0.004
C 0.052 0.003 -0.021
C -0.028 -0.009 0.024
C -0.049 0.043 -0.017
H -0.017 0.008 0.000
H -0.003 0.009 -0.008
H 0.009 -0.003 -0.013
H -0.002 -0.005 -0.017
H 0.011 -0.004 0.011
H -0.008 0.008 -0.008
H -0.049 0.012 0.005
H -0.036 -0.034 0.012
H -0.006 -0.004 0.000
H 0.002 0.002 -0.006
H -0.001 -0.020 -0.005
H 0.036 0.018 0.030
H -0.001 -0.005 0.004
H 0.002 0.002 0.010
H 0.024 0.033 0.031
H 0.013 -0.014 -0.016
C -0.098 -0.044 0.018
C 0.016 0.007 -0.031
C 0.015 0.010 0.017
C -0.033 0.026 0.066
C -0.037 0.047 -0.058
O 0.039 0.005 -0.011
C -0.127 -0.101 0.071
C -0.077 0.083 -0.007
C 0.032 -0.020 0.043
C -0.060 -0.041 -0.027
C -0.049 -0.026 -0.022
C 0.024 -0.035 0.013
Cl -0.014 0.009 -0.016
C -0.029 -0.059 0.005
C -0.007 0.012 -0.009
C -0.051 -0.093 -0.051
N 0.034 -0.077 0.088
C -0.057 0.157 -0.287
N 0.234 -0.081 0.216
C 0.165 0.073 0.368
N -0.122 0.210 -0.068
H 0.016 -0.010 0.012
H -0.007 -0.016 -0.008
H 0.173 -0.065 -0.073
H -0.001 0.009 0.006
H 0.007 0.003 -0.027
H -0.006 -0.011 -0.009
H 0.005 0.003 0.002
H -0.004 0.018 0.004
H 0.001 0.014 -0.007
H 0.024 0.011 -0.006
H -0.048 -0.063 0.008
H 0.012 0.004 0.016
H -0.048 0.068 0.060
H -0.003 0.004 -0.011
H -0.002 0.017 -0.024
H 0.005 -0.020 -0.094
H 0.009 0.009 0.008
H 0.009 0.015 0.007
H 0.033 -0.009 0.073
H 0.082 -0.018 -0.035
H 0.005 0.017 -0.019
H 0.008 0.051 -0.016

=====

Below is a molecular structure, C53H60N4O7SiTc at a distorted geometry, with properties calculated with the ωB97M-V functional and the def2-TZVPD basis.

Electronic energy = -86301.7923 eV
HOMO (alpha / beta) = -7.2 / -6.8 eV
E_LUMO (alpha / beta) = -0.2 / -0.6 eV
Frontier orbital gap (alpha / beta) = 0.25650 / 0.22916 Eh
Spin multiplicity = 2
Expectation value of S² = 0.942

CARTESIAN COORDINATES (ANGSTROEM)
Tc 1.578701 -0.956220 0.353131
C -2.076779 5.483587 0.631954
C -1.477671 4.515175 -0.385036
C -1.421759 5.170547 -1.760442
O -2.273124 3.355381 -0.457076
C -1.505497 2.164244 -0.324483
C -0.164304 2.699219 0.259515
O -0.199190 4.096187 0.041736
C 1.143051 2.111211 -0.366327
O 1.164290 0.766062 -0.010549
C 2.363511 2.803789 0.277382
C 2.376178 3.076544 1.641382
C 3.502789 3.601840 2.252470
C 4.644257 3.863621 1.512507
C 4.644039 3.599297 0.153256
C 3.521651 3.055220 -0.453529
C 1.143341 2.271219 -1.887801
C 0.978702 1.168109 -2.718710
C 0.964167 1.315220 -4.099321
C 1.117225 2.570874 -4.664801
C 1.294487 3.674886 -3.843514
C 1.310078 3.527386 -2.465127
C -2.434857 1.135461 0.465764
O -2.065263 -0.213577 0.135610
C -3.878120 1.435250 -0.011697
C -4.133746 1.718650 -1.351421
C -5.392045 2.103458 -1.782249
C -6.438321 2.204978 -0.878757
C -6.216979 1.872540 0.446781
C -4.953320 1.488372 0.870372
C -2.257835 1.412164 1.957190
C -2.783639 2.568250 2.538095
C -2.605977 2.822893 3.888306
C -1.905986 1.926627 4.684727
C -1.332613 0.808117 4.104138
C -1.493285 0.565540 2.746618
H -3.158447 5.507886 0.498576
H -1.667876 6.481922 0.483992
H -1.843445 5.153663 1.642962
H -2.421460 5.519443 -2.019497
H -1.098116 4.449626 -2.506228
H -0.729217 6.011727 -1.743977
H -1.313794 1.715019 -1.306072
H -0.108304 2.504291 1.331294
H 1.506062 2.879380 2.253206
H 3.489467 3.797853 3.317011
H 5.530062 4.258544 1.994026
H 5.524191 3.813284 -0.441030
H 3.553577 2.836480 -1.511686
H 0.864763 0.184691 -2.278099
H 0.830738 0.445776 -4.730881
H 1.106785 2.690058 -5.740620
H 1.413781 4.660787 -4.275243
H 1.455839 4.386166 -1.826023
H -3.337253 1.673104 -2.078413
H -5.542016 2.346478 -2.826658
H -7.412365 2.546973 -1.204292
H -7.028438 1.919020 1.162099
H -4.811958 1.239546 1.912090
H -3.326867 3.268392 1.922038
H -3.030494 3.721570 4.318624
H -1.794161 2.113415 5.744965
H -0.755254 0.114988 4.703522
H -1.002930 -0.276535 2.286563
O 3.290685 0.337647 2.409745
N 2.685357 -0.489025 3.065057
O 1.864653 -1.206628 2.410350
C -4.795592 -1.376594 -0.141192
Si -2.917468 -1.639847 -0.128250
C -2.667317 -3.134776 1.118958
C -2.009914 -2.738109 2.442565
C -4.030636 -3.755428 1.466395
C -1.809441 -4.264149 0.533023
C -2.477117 -2.137521 -1.949986
C -1.028239 -2.633694 -2.118875
C -2.647401 -0.924432 -2.871133
C -3.458021 -3.211876 -2.445325
H -5.317954 -2.327182 -0.248876
H -5.108982 -0.738372 -0.967471
H -5.143631 -0.916235 0.782792
H -2.626502 -2.031702 3.000217
H -1.029168 -2.304973 2.273384
H -1.872916 -3.626243 3.067647
H -4.698182 -3.034614 1.940451
H -3.874277 -4.578049 2.170536
H -4.532241 -4.164085 0.586705
H -0.793238 -3.927122 0.351882
H -2.221451 -4.661687 -0.393705
H -1.756344 -5.093608 1.246632
H -0.344609 -2.077344 -1.467972
H -0.699047 -2.494846 -3.153597
H -0.933582 -3.692043 -1.882232
H -1.858277 -0.189252 -2.695928
H -3.614302 -0.442430 -2.728994
H -2.586186 -1.245552 -3.915928
H -3.439607 -4.109906 -1.826157
H -3.208628 -3.504443 -3.469944
H -4.481521 -2.833252 -2.445482
N 1.991417 -2.769777 0.120364
C 2.375950 -3.844901 -0.098841
C 2.938880 -5.126067 -0.273103
C 4.203914 -5.391476 0.275964
C 4.770708 -6.642137 0.136276
C 4.090811 -7.641575 -0.549004
C 2.835206 -7.388023 -1.086137
C 2.253669 -6.142695 -0.950577
H 4.718161 -4.609193 0.817700
H 5.739129 -6.842781 0.574441
H 4.535704 -8.622648 -0.647922
H 2.302883 -8.177101 -1.600357
H 1.266662 -5.942086 -1.345752
N 6.214715 -0.717971 3.180536
C 6.842997 -1.121665 2.055581
O 7.923658 -1.679596 2.032753
C 6.056394 -0.788037 0.810539
C 6.529402 0.143125 -0.101391
C 5.738955 0.474851 -1.186437
C 4.495927 -0.116071 -1.313496
N 4.027749 -1.015103 -0.449121
C 4.805869 -1.347826 0.583838
H 6.658390 -0.856085 4.072735
H 5.350682 -0.193241 3.126173
H 7.501656 0.593855 0.051127
H 6.079790 1.182657 -1.928090
H 3.849258 0.114402 -2.152733
H 4.413502 -2.111074 1.247356

Atomic forces in eV per Å
Tc 2.103 0.829 1.035
C 0.048 -0.249 -0.008
C -0.140 0.410 -0.062
C 0.044 -0.214 0.139
O 0.012 -0.102 0.233
C 0.170 -0.128 -0.206
C -0.118 -0.537 -0.012
O 0.227 -0.016 -0.141
C 0.363 0.529 0.276
O -1.966 2.175 -0.988
C 0.009 -0.121 -0.160
C -0.019 0.123 0.019
C -0.030 -0.014 0.054
C 0.041 0.022 0.009
C 0.070 -0.063 -0.015
C -0.052 0.055 0.090
C 0.016 -0.205 0.198
C 0.028 0.056 0.045
C -0.009 -0.041 -0.012
C 0.018 0.005 -0.081
C -0.016 0.034 0.051
C -0.044 -0.051 -0.065
C -0.069 0.413 -0.038
O 0.160 0.138 0.234
C -0.005 0.124 0.205
C -0.002 -0.012 -0.002
C 0.088 -0.063 -0.061
C -0.068 -0.012 0.017
C -0.067 -0.004 -0.003
C 0.157 0.108 -0.021
C -0.038 -0.117 -0.040
C 0.119 -0.061 -0.049
C -0.048 0.037 -0.041
C 0.046 0.054 0.024
C 0.061 -0.062 0.042
C -0.002 0.059 -0.097
H -0.007 0.094 -0.009
H -0.008 0.022 0.026
H -0.031 -0.029 0.016
H 0.017 0.074 -0.006
H 0.006 -0.021 -0.049
H -0.012 0.033 -0.039
H -0.046 0.016 -0.027
H -0.125 -0.086 -0.029
H 0.049 -0.041 0.003
H -0.005 -0.015 0.001
H -0.022 0.057 -0.013
H 0.021 -0.045 -0.001
H -0.012 0.006 -0.025
H -0.068 0.011 -0.064
H -0.003 -0.005 -0.001
H -0.007 -0.007 -0.004
H 0.024 -0.006 -0.014
H 0.001 0.022 -0.010
H 0.069 0.057 0.012
H -0.026 -0.004 0.000
H -0.019 -0.054 -0.006
H 0.005 0.000 0.007
H 0.033 0.002 0.050
H -0.095 0.019 0.017
H 0.006 -0.009 0.022
H 0.021 -0.004 0.000
H 0.031 0.018 -0.017
H -0.030 -0.063 0.038
O 0.273 0.000 -0.011
N 0.293 0.258 0.353
O -0.491 -0.616 -0.586
C 0.208 -0.006 -0.033
Si -0.774 -0.384 -0.656
C 0.191 0.008 0.038
C -0.150 0.122 -0.084
C -0.017 0.100 -0.069
C -0.011 0.052 -0.027
C 0.122 -0.102 0.172
C -0.136 0.043 0.045
C 0.002 0.079 0.221
C 0.002 0.041 0.174
H 0.122 -0.039 -0.028
H -0.011 0.069 0.056
H -0.037 -0.121 -0.039
H 0.087 0.107 0.035
H 0.222 0.084 0.088
H -0.034 -0.025 -0.007
H -0.027 -0.043 -0.014
H 0.030 -0.016 0.007
H -0.023 -0.012 0.037
H 0.222 0.016 -0.081
H 0.074 -0.021 0.027
H -0.038 0.041 0.050
H 0.098 -0.018 -0.063
H 0.003 -0.005 -0.029
H 0.079 0.022 0.023
H -0.044 0.077 -0.005
H -0.023 0.027 -0.056
H 0.053 -0.012 -0.013
H -0.043 -0.029 -0.065
H 0.020 -0.012 -0.015
H -0.017 -0.016 -0.060
N -0.012 -3.498 -0.523
C -0.402 0.884 0.318
C 0.507 -0.868 -0.043
C -0.230 0.187 -0.074
C 0.015 -0.125 0.009
C -0.014 0.091 0.058
C 0.035 -0.185 -0.021
C -0.027 0.315 0.111
H 0.038 0.002 -0.026
H 0.010 0.007 -0.028
H -0.010 -0.005 -0.029
H -0.011 0.026 -0.023
H 0.012 -0.007 -0.040
N -0.192 0.080 0.038
C -0.036 0.001 -0.034
O -0.066 0.075 -0.101
C -0.095 -0.074 -0.040
C 0.032 -0.096 0.069
C 0.128 -0.080 -0.115
C -0.140 -0.067 -0.221
N -0.606 0.325 0.724
C 0.099 -0.067 -0.008
H 0.034 -0.043 -0.034
H -0.001 -0.039 0.049
H 0.004 0.028 -0.033
H -0.034 0.043 -0.009
H -0.053 0.137 0.075
H -0.063 0.147 0.118